#a
Formula: C5H6N2
Source: the Open Molecules 2025 dataset
Level of theory: wB97M-V/def2-TZVPD

The geometry in XYZ format:
```
13
Properties=species:S:1:pos:R:3:nbo_charge:R:1
C -1.369 -0.556 0.030 -0.18
C -1.294 1.014 0.139 -0.43
C 0.197 0.794 0.179 0.35
N 1.416 1.255 0.089 -0.46
C 2.145 0.091 -0.090 -0.08
C 1.353 -1.039 -0.127 -0.13
N 0.098 -0.542 0.108 -0.35
H -1.728 -0.938 -0.930 0.20
H -1.853 -1.098 0.848 0.20
H -1.668 1.515 -0.759 0.23
H -1.677 1.485 1.044 0.23
H 3.220 0.135 -0.192 0.21
H 1.555 -2.080 -0.316 0.22
```

Calculated values
- SMILES: c1cn2c(n1)CC2
- Net charge: 0
- 2S+1: 1
- HOMO: -8.6 eV


#b
Formula: C5H6N2
Source: the Open Molecules 2025 dataset
Level of theory: wB97M-V/def2-TZVPD

The geometry in XYZ format:
```
13
Properties=species:S:1:pos:R:3:nbo_charge:R:1
N 1.209 0.649 2.673 -0.31
C 0.737 -0.040 1.873 0.27
C 0.225 -0.847 0.757 -0.21
C -1.037 -0.403 -0.011 -0.39
C -0.061 -0.183 -1.229 -0.16
C 0.341 1.195 -0.995 -0.23
N 1.058 -0.596 -0.422 -0.27
H 0.163 -1.897 1.082 0.24
H -1.538 0.476 0.409 0.22
H -1.748 -1.196 -0.205 0.22
H -0.275 -0.592 -2.219 0.20
H -0.486 1.883 -0.774 0.18
H 1.328 1.589 -0.864 0.22
```

Calculated values
- Net charge: 0
- 2S+1: 1
- HOMO (spin up / spin down): -9.4 / -9.0 eV


#c
Formula: C5H6N2
Source: the Open Molecules 2025 dataset
Level of theory: wB97M-V/def2-TZVPD

The geometry in XYZ format:
```
13
Properties=species:S:1:pos:R:3:nbo_charge:R:1
C 2.486 -1.193 0.048 -0.13
C 1.914 0.085 -0.343 -0.07
C 1.033 1.181 0.122 0.00
C -1.986 -0.171 -0.670 -0.26
C -1.705 -0.860 0.613 -0.27
H 2.973 -2.106 -0.065 0.22
H 1.485 2.168 0.437 0.21
H -2.453 -0.758 -1.533 0.23
H -2.630 0.924 -0.372 0.19
H -1.567 -1.894 0.696 0.20
H -2.105 -0.601 1.820 0.21
N -0.266 1.215 0.297 -0.21
N -0.614 -0.070 -0.240 -0.32
```

Calculated values
- SMILES: C#C/C=N\N1CC1
- Net charge: 0
- 2S+1: 1
- HOMO: -9.1 eV


#d
Formula: C5H6N2
Source: the Open Molecules 2025 dataset
Level of theory: wB97M-V/def2-TZVPD

The geometry in XYZ format:
```
13
Properties=species:S:1:pos:R:3:nbo_charge:R:1
C -1.381 -0.568 0.049 -0.18
C -1.304 1.008 0.129 -0.44
C 0.182 0.795 0.194 0.35
N 1.398 1.261 0.117 -0.47
C 2.123 0.095 -0.085 -0.08
C 1.326 -1.028 -0.127 -0.13
N 0.081 -0.539 0.148 -0.35
H -1.709 -0.963 -0.919 0.20
H -1.872 -1.128 0.852 0.21
H -1.682 1.479 -0.784 0.23
H -1.509 1.533 1.051 0.23
H 3.196 0.135 -0.206 0.21
H 1.497 -2.065 -0.356 0.22
```

Calculated values
- SMILES: c1cn2c(n1)CC2
- Net charge: 0
- 2S+1: 1
- HOMO: -8.5 eV


Most stable: #a (next structure +0.0085 hartree)